# 1
DFT (ωB97M-V with the def2-TZVPD basis set) results for the molecule C6H4N2.

Each line ends with the Mulliken charge.
Element x y z (Å)
C: -2.66113 -0.58365 -0.20760  0.35
C: -1.77823 0.15383 -0.00378  -0.51
C: -0.72644 0.93983 0.03260  -0.47
C: 0.44227 0.16132 0.22983  0.77
C: 0.74244 -1.10635 0.30434  -0.27
N: 2.07523 -1.22560 -0.30353  -0.34
N: 2.64910 0.05565 -0.16715  -0.36
C: 1.72468 0.94107 0.03949  -0.41
H: -3.41814 -1.47681 -0.50589  0.34
H: -0.93050 2.10301 -0.18428  0.24
H: 0.06965 -1.93782 0.93873  0.26
H: 1.81107 1.97550 -0.17277  0.40

Properties
SMILES = C#CC=C1C=NN=C1
energy relative to the best compared isomer or geometry (same formula, charge and spin) = 155.2 kcal per mole
orbital gap = 7.07 eV
spin multiplicity = 1
calculated total energy = -9259.2835 eV
HOMO energy = -0.327 Ha


# 2
DFT (ωB97M-V with the def2-TZVPD basis set) results for a structure of composition C47H61BiBrF3N2O3P2S.

Each line ends with the Mulliken charge.
Element x y z (Å)
Bi: 0.63598 -0.76298 0.51551  1.56
C: 4.23659 -2.96230 -1.08521  -1.55
C: 3.30250 -2.23777 -2.05890  0.78
C: 3.98991 -2.07865 -3.41469  -1.37
P: 2.65142 -0.66530 -1.27475  0.65
C: 2.38696 0.69188 -2.53348  2.91
C: 3.63077 1.45374 -2.98372  -1.57
C: 1.56222 0.22875 -3.74008  -1.57
C: 3.96957 -0.07002 -0.18851  -0.38
C: 5.27532 0.10375 -0.65486  -0.20
C: 6.28775 0.55433 0.16604  -1.04
C: 5.98193 0.88213 1.48335  -1.05
C: 4.70772 0.70663 1.97304  -0.36
C: 3.66917 0.18825 1.16826  -0.05
N: 2.39388 0.03390 1.66144  0.45
C: 2.15102 -0.09886 3.03834  -0.53
C: 2.95467 -0.87907 3.87452  0.22
C: 2.68073 -0.97163 5.22368  -1.02
C: 1.59825 -0.28998 5.76688  -0.80
C: 0.77023 0.45160 4.94253  -0.96
C: 1.01357 0.54277 3.57262  0.57
P: -0.00349 1.41455 2.32068  1.04
C: 0.60269 3.17810 2.52400  0.48
C: 1.79070 3.38064 1.57445  -1.35
C: 0.99993 3.57172 3.94308  -1.42
C: -1.78302 1.29742 2.89807  0.85
C: -2.23252 1.95108 4.20690  -1.74
C: -2.68076 1.80866 1.76562  -1.41
H: 4.39044 -3.98361 -1.43666  0.50
H: 5.20596 -2.47044 -1.01984  0.29
H: 3.81069 -3.00479 -0.08547  0.20
H: 2.41068 -2.85609 -2.18144  0.48
H: 4.84379 -1.40306 -3.36379  0.13
H: 4.36033 -3.05908 -3.72030  0.49
H: 3.30753 -1.73011 -4.18413  0.33
H: 1.77246 1.37333 -1.94333  -1.92
H: 4.28676 0.83224 -3.59472  0.28
H: 3.31367 2.29760 -3.60123  0.47
H: 4.19370 1.84708 -2.14018  0.38
H: 2.21177 -0.07526 -4.55938  0.51
H: 0.90125 -0.60298 -3.49965  0.30
H: 0.93945 1.04735 -4.10353  0.32
H: 5.51108 -0.12392 -1.68602  0.36
H: 7.29781 0.64601 -0.20940  0.47
H: 6.74867 1.28222 2.13496  0.43
H: 4.48692 0.96680 2.99890  0.45
H: 3.79189 -1.41484 3.44719  0.63
H: 3.30337 -1.58392 5.86322  0.40
H: 1.39599 -0.33652 6.82916  0.46
H: -0.06469 0.97344 5.38386  0.23
H: -0.23386 3.80081 2.19148  0.54
H: 2.67950 2.87558 1.95817  0.34
H: 1.58575 2.98340 0.58045  -0.03
H: 2.01798 4.44454 1.47845  0.51
H: 1.81612 2.94562 4.30253  0.20
H: 1.34293 4.60903 3.94301  0.47
H: 0.16785 3.48752 4.64192  0.33
H: -1.91369 0.21371 2.97090  -0.20
H: -1.93207 2.99897 4.25634  0.27
H: -3.32353 1.92187 4.25121  0.44
H: -1.85936 1.43127 5.08535  0.39
H: -2.72076 2.89918 1.78045  0.35
H: -2.32924 1.48687 0.78464  0.14
H: -3.69837 1.43807 1.90085  0.52
C: -5.67841 1.49185 -4.30527  -2.06
C: -5.11146 0.18882 -3.73536  2.01
C: -5.02827 -0.83694 -4.87597  -1.73
C: -6.07632 -0.33064 -2.65631  -1.59
C: -3.74631 0.39059 -3.08480  -0.39
C: -2.97694 -0.70719 -2.74030  -0.85
C: -1.77663 -0.52802 -2.08187  0.49
Br: -0.72947 -2.13859 -1.85166  -0.09
C: -1.26621 0.71865 -1.67001  0.42
O: -0.14872 0.83416 -0.96380  -0.03
C: -2.01776 1.85232 -2.10684  -1.24
C: -3.21290 1.63994 -2.78614  -0.29
C: -1.48794 3.29202 -1.99556  2.62
C: -0.95093 3.64766 -0.60169  -1.05
C: -2.55634 4.34169 -2.32859  -2.59
C: -0.33883 3.44288 -3.00794  -1.45
H: -6.63161 1.28790 -4.79459  0.45
H: -5.00042 1.92462 -5.04335  0.42
H: -5.85754 2.22404 -3.51659  0.36
H: -5.97513 -0.86367 -5.41798  0.46
H: -4.83231 -1.84219 -4.50302  0.34
H: -4.23582 -0.57131 -5.57734  0.36
H: -7.06206 -0.52344 -3.08633  0.45
H: -6.18002 0.40599 -1.85778  0.32
H: -5.70344 -1.25655 -2.21638  0.34
H: -3.28778 -1.71129 -2.99372  0.40
H: -3.76741 2.50590 -3.11264  0.44
H: -1.76746 3.93730 0.06007  0.34
H: -0.26608 4.49570 -0.67967  0.60
H: -0.42122 2.80847 -0.16843  -0.66
H: -3.46067 4.18234 -1.73908  0.46
H: -2.81608 4.34304 -3.38864  0.53
H: -2.16211 5.33052 -2.08833  0.41
H: 0.51419 2.83723 -2.70065  0.10
H: -0.02072 4.48706 -3.05626  0.51
H: -0.65042 3.13349 -4.00747  0.33
F: 1.39820 -5.80151 0.16239  -0.24
C: 1.76366 -5.17509 1.29003  0.65
F: 1.12256 -5.76960 2.30462  -0.22
F: 3.08134 -5.40419 1.46648  -0.28
C: 1.48802 -3.64431 1.22501  0.41
O: 1.38717 -3.03806 2.29076  -0.41
O: 1.45768 -3.16659 0.06305  -0.64
S: -1.19614 -3.81000 4.55570  -0.26
C: -1.15629 -2.26862 3.77515  0.21
N: -1.63219 -2.20001 2.58272  0.02
C: -2.08315 -3.44322 2.17520  -0.91
C: -2.67174 -3.74272 0.94646  -0.43
C: -3.06695 -5.03990 0.69368  -0.73
C: -2.91588 -6.04289 1.65602  -0.48
C: -2.35583 -5.76460 2.88625  -0.50
C: -1.93568 -4.46302 3.13140  1.09
H: -0.74143 -1.42365 4.30143  0.04
H: -2.82657 -2.95328 0.22280  0.70
H: -3.50680 -5.28527 -0.26416  0.40
H: -3.25050 -7.04812 1.43659  0.39
H: -2.23442 -6.53089 3.63992  0.40

Properties
energy relative to the best compared isomer or geometry (same formula, charge and spin) = 11.9 kcal per mole
orbital gap = 7.88 eV
spin multiplicity = 1
calculated total energy = -172302.7511 eV
HOMO energy = -0.270 Ha


# 3
DFT (ωB97M-V with the def2-TZVPD basis set) results for the molecule C7H12.

Each line ends with the Mulliken charge.
Element x y z (Å)
C: -1.84873 -1.20802 -1.13485  -1.22
C: -0.79664 -0.09271 -1.15722  -0.38
C: -0.47836 0.39466 0.26301  -0.05
C: 0.29995 -0.61522 1.16292  -0.77
C: 1.46823 0.35636 1.27096  -0.20
C: 1.94150 0.89811 -0.03984  -0.60
C: 0.65743 1.40271 0.53138  -0.43
H: -2.04266 -1.60103 -2.13992  0.37
H: -2.80248 -0.85036 -0.72766  0.32
H: -1.51983 -2.04767 -0.50960  0.29
H: 0.10787 -0.48229 -1.64292  0.19
H: -1.15047 0.73255 -1.78954  0.33
H: -1.41792 0.72975 0.71789  0.49
H: 0.51901 -1.60440 0.75089  0.32
H: -0.20312 -0.72226 2.12820  0.26
H: 2.03168 0.56773 2.17320  0.34
H: 2.79157 1.57513 -0.03160  0.28
H: 1.90337 0.23891 -0.90274  0.10
H: 0.53959 2.32803 1.07743  0.36

Properties
SMILES = CC[C@H]1C[C@H]2C[C@@H]12
energy relative to the best compared isomer or geometry (same formula, charge and spin) = 36.7 kcal per mole
orbital gap = 10.39 eV
spin multiplicity = 1
calculated total energy = -7451.8414 eV
HOMO energy = -0.337 Ha


# 4
DFT (ωB97M-V with the def2-TZVPD basis set) results for a cluster of 2 separate species, CH3ClFNS in total.

Each line ends with the Mulliken charge.
Element x y z (Å)
C: -0.08833 1.05663 0.25150  -0.18
N: 0.55943 -2.00508 -0.85393  -0.29
F: -0.08130 2.37695 -0.22948  -0.24
S: -1.04146 0.03754 -0.85073  0.15
Cl: -2.90211 0.69471 -0.25682  -0.17
H: 1.01251 0.61564 0.32382  0.23
H: -0.51918 1.20712 1.28805  0.28
H: 0.05979 -2.68246 -1.42931  0.22

Properties
energy relative to the best compared isomer or geometry (same formula, charge and spin) = 98.5 kcal per mole
orbital gap (alpha / beta) = 8.17 / 7.87 eV
spin multiplicity = 1
calculated total energy = -28645.9396 eV
HOMO energy (alpha / beta) = -0.351 / -0.354 Ha


# 5
DFT (ωB97M-V with the def2-TZVPD basis set) results for the molecule C4H7NO2.

Each line ends with the Mulliken charge.
Element x y z (Å)
C: 0.93318 0.16480 -0.59904  0.23
C: 1.69259 0.23725 0.69201  -0.97
N: -1.45579 -1.27003 -0.55371  0.01
C: -0.89731 1.01716 -0.07523  -0.49
C: -1.72024 -0.08115 0.00826  -0.14
O: -0.32350 -1.44596 -1.20931  -0.56
O: 0.14174 1.20757 -0.98983  -0.33
H: -1.87627 -2.10213 -0.14130  0.23
H: 1.44278 -0.30554 -1.42983  0.35
H: -1.09927 1.88369 0.53865  0.45
H: -2.55319 -0.06105 0.69680  0.33
H: 1.69262 -0.72453 1.20973  0.27
H: 2.73797 0.49284 0.48318  0.31
H: 1.28471 0.98709 1.36962  0.31

Properties
energy relative to the best compared isomer or geometry (same formula, charge and spin) = 132.0 kcal per mole
orbital gap (alpha / beta) = 8.22 / 8.23 eV
spin multiplicity = 1
calculated total energy = -9841.5537 eV
HOMO energy (alpha / beta) = -0.275 / -0.275 Ha